No. 1
The following is a quantum chemistry calculation of C4H8N2O3 as an isolated structure in a non-equilibrium geometry, from OMol25.

Calculated values
E_HOMO	-9.1	eV
calculated total energy	-492.25457	a.u.
LUMO energy	0.40	eV
net charge	0
gap between HOMO and LUMO	9.53	eV

```
17
Properties=species:S:1:pos:R:3:mulliken_charge:R:1
C -1.516 0.535 -0.240 -0.06
N 0.396 -0.922 -0.814 -0.18
C -0.431 -0.497 0.192 1.06
C 1.533 -0.351 0.312 -0.25
C 2.415 0.623 0.126 -0.68
O 0.500 -0.152 -1.951 -0.37
O -2.765 -0.076 -0.187 -0.57
O -1.312 1.624 0.607 -0.50
N -0.717 -1.040 1.353 -0.83
H 0.928 -0.722 -2.609 0.36
H -2.820 -0.540 0.663 0.37
H -2.052 1.621 1.237 0.32
H -1.444 0.897 -1.272 0.34
H -0.105 -1.793 1.653 0.23
H 1.779 -1.201 0.930 0.21
H 3.437 0.489 0.444 0.27
H 2.173 1.506 -0.443 0.28
```

No. 2
The following is a quantum chemistry calculation of C4H8N2O3S as an isolated structure in a non-equilibrium geometry, from OMol25.

Calculated values
E_HOMO	-10.3	eV
calculated total energy	-890.59125	a.u.
LUMO energy	0.53	eV
net charge	0
gap between HOMO and LUMO	10.86	eV

```
18
Properties=species:S:1:pos:R:3:mulliken_charge:R:1
C -0.996 0.945 -0.057 0.01
C 1.077 0.388 1.153 -0.84
C 1.190 0.610 -1.211 -1.02
C 0.152 0.053 -0.256 1.13
N -2.147 0.327 0.230 -0.34
N -0.203 -1.334 -0.288 -0.86
O -0.903 2.161 0.001 -0.66
O 2.897 -1.120 0.075 -0.63
O 3.545 1.332 0.031 -0.64
S 2.491 0.321 0.089 0.98
H 1.026 1.420 1.378 0.42
H 1.045 -0.333 1.920 0.40
H 1.227 0.301 -2.187 0.48
H 0.997 1.678 -1.068 0.40
H -2.263 -0.680 0.144 0.24
H -3.002 0.893 0.459 0.26
H -0.624 -1.459 -1.198 0.32
H 0.665 -1.982 -0.398 0.36
```

No. 3
The following is a quantum chemistry calculation of one molecule with the formula C4H8N2O4 in a non-equilibrium geometry, from OMol25.

Calculated values
E_HOMO (alpha / beta)	-9.5 / -9.5	eV
calculated total energy	-567.52837	a.u.
LUMO energy (alpha / beta)	-0.13 / -0.13	eV
net charge	0
gap between HOMO and LUMO (alpha / beta)	9.40 / 9.40	eV

```
18
Properties=species:S:1:pos:R:3:mulliken_charge:R:1
C 0.311 0.124 -2.202 0.42
C 1.035 0.603 0.198 0.08
C -0.410 0.413 0.648 0.65
C -0.816 -0.902 1.174 -1.65
N 1.293 0.101 -1.185 -0.25
N -0.715 0.950 -1.894 -0.23
O 0.482 -0.343 -3.267 -0.57
O 1.830 -0.091 1.144 -0.55
O -0.756 2.543 0.315 -0.70
O -1.156 1.406 0.821 0.06
H 1.140 1.717 0.139 0.45
H -1.802 -1.025 1.164 0.57
H -0.469 -0.983 2.126 0.34
H -0.469 -1.724 0.544 0.34
H 1.596 -0.846 -1.028 0.28
H -1.383 1.098 -2.556 0.21
H 2.762 0.173 1.238 0.34
H -0.615 1.666 -1.311 0.21
```

No. 4
The following is a quantum chemistry calculation of a 2-piece molecular cluster, C4H8N2O4 overall in a non-equilibrium geometry, from OMol25.

Calculated values
E_HOMO	-8.9	eV
calculated total energy	-567.62881	a.u.
LUMO energy	0.62	eV
net charge	0
gap between HOMO and LUMO	9.48	eV

```
18
Properties=species:S:1:pos:R:3:mulliken_charge:R:1
C 0.614 -1.467 0.108 0.44
C -1.398 -0.005 -0.107 0.84
C 1.500 0.535 0.727 -0.53
C -2.829 -0.222 0.097 -1.37
N -0.635 -0.983 0.510 -0.17
N 1.705 -0.664 0.196 0.10
O 0.779 -2.628 -0.202 -0.61
O -1.040 0.951 -0.740 -0.62
O 1.545 1.886 -1.121 -0.64
O 2.760 1.042 0.891 -0.36
H -3.442 0.557 -0.325 0.34
H -3.013 -0.088 1.152 0.33
H -3.015 -1.146 -0.232 0.45
H -1.078 -1.835 0.876 0.32
H 2.548 -0.977 -0.424 0.35
H 0.582 1.991 -0.904 0.45
H 1.619 1.174 -1.743 0.30
H 2.799 1.879 1.241 0.37
```

No. 5
The following is a quantum chemistry calculation of a 2-piece molecular cluster, C4H8N2O4 overall in a non-equilibrium geometry, from OMol25.

Calculated values
E_HOMO	-9.8	eV
calculated total energy	-567.58915	a.u.
SMILES string	O=C1NC/C(=N\O)[C@@H]1O.O
LUMO energy	0.36	eV
net charge	0
gap between HOMO and LUMO	10.13	eV

```
18
Properties=species:S:1:pos:R:3:mulliken_charge:R:1
O -2.528 0.689 -1.638 -0.38
N -2.179 0.095 -0.450 -0.52
C -0.939 -0.162 -0.392 0.07
C 0.128 0.249 -1.374 -0.44
N 1.360 0.052 -0.612 -0.33
C 1.174 -0.653 0.618 0.19
O 2.033 -1.383 1.114 -0.63
C -0.327 -1.002 0.695 0.79
O -0.869 -0.746 1.955 -0.56
H -3.478 0.829 -1.575 0.38
H 0.099 -0.360 -2.289 0.28
H 0.013 1.303 -1.659 0.27
H 2.214 -0.142 -1.124 0.22
H -0.430 -2.070 0.422 0.29
H -0.662 -1.481 2.541 0.36
H 1.713 1.550 0.335 0.42
O 1.760 1.602 1.486 -0.70
H 0.917 1.629 1.949 0.31
```

No. 6
The following is a quantum chemistry calculation of one molecule with the formula C4H8N2O4 in a non-equilibrium geometry, from OMol25.

Calculated values
E_HOMO (alpha / beta)	-5.5 / -10.2	eV
calculated total energy	-567.49930	a.u.
spin multiplicity	3
LUMO energy (alpha / beta)	0.57 / -3.13	eV
net charge	0
gap between HOMO and LUMO (alpha / beta)	6.07 / 7.12	eV

```
18
Properties=species:S:1:pos:R:3:mulliken_charge:R:1
C -1.224 1.614 1.279 -0.30
C 1.072 0.629 -1.756 -0.06
C 0.512 -1.569 0.474 -0.31
C -0.347 -0.355 0.048 0.03
N -0.292 0.690 0.978 0.03
N 0.005 -0.026 -1.353 -0.04
O -2.317 1.651 0.686 -0.35
O 2.009 0.888 -1.038 -0.62
O 1.890 -1.092 0.687 -0.57
O -1.617 -0.891 0.080 -0.59
H -1.045 2.226 2.048 0.52
H 1.174 0.676 -2.782 0.48
H 0.146 -1.922 1.512 0.31
H 0.411 -2.404 -0.384 0.24
H 0.542 0.795 1.504 0.21
H -0.736 -0.247 -2.073 0.27
H 2.148 -0.412 0.028 0.42
H -2.331 -0.250 0.062 0.34
```

No. 7
The following is a quantum chemistry calculation of one molecule with the formula C4H8N2OS in a non-equilibrium geometry, from OMol25.

Calculated values
E_HOMO	-8.5	eV
calculated total energy	-739.97826	a.u.
SMILES string	N[C@H]1CON(C=S)C1
LUMO energy	0.18	eV
net charge	0
gap between HOMO and LUMO	8.65	eV

```
16
Properties=species:S:1:pos:R:3:mulliken_charge:R:1
C -0.370 -1.112 0.107 0.20
C 1.191 -0.890 0.353 -0.47
C -0.924 0.318 0.292 -0.79
C 0.428 2.312 0.426 -0.26
H -0.685 -0.852 -2.118 0.27
H -0.412 -2.578 -1.414 0.27
H -1.092 -1.679 0.820 0.33
H 1.843 -1.452 -0.234 0.39
H 1.357 -1.098 1.444 0.20
H -1.532 0.754 1.258 0.27
H -1.695 0.425 -0.483 0.41
H -0.591 2.718 0.314 0.30
N -0.885 -1.592 -1.266 -0.68
N 0.160 1.174 -0.205 0.12
O 1.388 0.350 -0.086 -0.33
S 1.818 3.203 0.794 -0.23
```

No. 8
The following is a quantum chemistry calculation of a 3-piece molecular cluster, C4H8N2OS overall in a non-equilibrium geometry, from OMol25.

Calculated values
E_HOMO	-9.7	eV
calculated total energy	-740.10541	a.u.
LUMO energy	-0.11	eV
net charge	0
gap between HOMO and LUMO	9.54	eV

```
16
Properties=species:S:1:pos:R:3:mulliken_charge:R:1
C 1.040 -3.439 -0.063 -0.53
C -0.143 1.337 -1.398 -0.68
C 0.252 1.254 -0.141 -0.06
C -0.653 1.341 1.044 -0.85
N -4.694 0.179 0.221 0.08
N -5.241 -0.645 -0.257 -0.09
O -1.203 -2.241 -0.202 -0.49
S 0.210 -2.045 0.097 0.44
H 0.597 -4.373 -0.358 0.28
H 2.091 -3.415 0.148 0.27
H -1.181 1.461 -1.661 0.22
H 0.552 1.288 -2.219 0.27
H 1.303 1.135 0.091 0.35
H -1.697 1.334 0.743 0.21
H -0.450 2.261 1.592 0.32
H -0.472 0.508 1.723 0.24
```

No. 9
The following is a quantum chemistry calculation of one molecule with the formula C4H8N2OS in a non-equilibrium geometry, from OMol25.

Calculated values
E_HOMO	-8.8	eV
calculated total energy	-740.07400	a.u.
SMILES string	C=NNCC(=S)CO
LUMO energy	-0.43	eV
net charge	0
gap between HOMO and LUMO	8.33	eV

```
16
Properties=species:S:1:pos:R:3:mulliken_charge:R:1
C 0.060 -1.587 0.521 -0.65
C -0.608 -0.769 -0.580 0.61
C -0.977 0.634 -0.190 -1.00
C 1.565 1.494 -0.980 -0.28
H -1.325 -1.821 1.840 0.32
H 1.075 -1.248 0.557 0.30
H 0.028 -2.663 0.255 0.39
H -1.903 0.595 0.394 0.35
H -1.201 1.247 -1.085 0.41
H -0.020 0.987 1.616 0.34
H 2.600 1.696 -1.230 0.28
H 0.850 1.340 -1.805 0.23
N -0.018 1.315 0.675 0.02
N 1.265 1.498 0.255 -0.60
O -0.512 -1.328 1.803 -0.52
S -0.879 -1.390 -2.048 -0.21
```

No. 10
The following is a quantum chemistry calculation of one molecule with the formula C4H8N2OS in a non-equilibrium geometry, from OMol25.

Calculated values
E_HOMO	-9.5	eV
calculated total energy	-740.10476	a.u.
SMILES string	NCCOCN=C=S
LUMO energy	0.20	eV
net charge	0
gap between HOMO and LUMO	9.69	eV

```
16
Properties=species:S:1:pos:R:3:mulliken_charge:R:1
N 2.133 -0.758 0.770 -0.56
C 1.872 0.426 -0.070 -0.43
C 0.367 0.742 -0.121 -0.47
O -0.241 -0.024 -1.156 -0.36
C -1.368 -0.718 -0.755 -0.41
N -2.611 0.133 -0.766 -0.38
C -2.922 0.549 0.327 0.50
S -3.138 0.975 1.858 -0.29
H 2.686 -1.430 0.262 0.25
H 1.263 -1.172 1.065 0.23
H 2.387 1.311 0.326 0.27
H 2.189 0.237 -1.103 0.25
H -0.100 0.602 0.863 0.37
H 0.268 1.815 -0.347 0.31
H -1.529 -1.571 -1.418 0.31
H -1.258 -1.118 0.266 0.40
```

No. 11
The following is a quantum chemistry calculation of one molecule with the formula C4H8N2OS in a non-equilibrium geometry, from OMol25.

Calculated values
E_HOMO	-9.1	eV
calculated total energy	-740.04892	a.u.
SMILES string	C/N=C\N(C)OC=S
LUMO energy	0.25	eV
net charge	0
gap between HOMO and LUMO	9.36	eV

```
16
Properties=species:S:1:pos:R:3:mulliken_charge:R:1
C 2.179 -0.714 0.601 -0.86
C 0.351 -0.797 -0.883 0.02
C -0.027 1.519 -0.194 -0.88
C -2.634 -0.403 0.279 -0.03
H 2.806 0.143 0.367 0.30
H 1.474 -0.428 1.361 0.33
H 2.835 -1.537 0.965 0.27
H -0.189 -1.165 -1.750 0.42
H 1.006 1.576 0.173 0.27
H -0.086 1.904 -1.196 0.32
H -0.656 2.127 0.477 0.33
H -2.173 -0.663 1.207 0.32
N 1.525 -1.182 -0.613 -0.49
N -0.437 0.122 -0.122 0.18
O -1.767 0.060 -0.636 -0.27
S -4.207 -0.563 -0.036 -0.26
```

No. 12
The following is a quantum chemistry calculation of one molecule with the formula C4H8N2OS in a non-equilibrium geometry, from OMol25.

Calculated values
E_HOMO	-8.5	eV
calculated total energy	-740.09854	a.u.
SMILES string	CN/N=C\CC(O)=S
LUMO energy	0.38	eV
net charge	0
gap between HOMO and LUMO	8.88	eV

```
16
Properties=species:S:1:pos:R:3:mulliken_charge:R:1
C -2.023 -0.578 0.541 -0.77
C 0.198 1.302 -0.515 0.03
C 1.171 0.733 0.486 -0.56
C 2.142 -0.291 -0.135 0.31
H -2.314 -1.629 0.738 0.32
H -1.534 -0.190 1.443 0.24
H -2.871 0.084 0.311 0.33
H -1.521 -1.003 -1.360 0.25
H 0.413 2.318 -0.837 0.42
H 1.763 1.551 0.942 0.35
H 0.638 0.234 1.325 0.21
H 0.534 -1.265 -0.527 0.56
N -1.063 -0.588 -0.585 -0.17
N -0.828 0.768 -1.038 -0.67
O 1.545 -1.361 -0.633 -0.53
S 3.747 -0.085 -0.156 -0.32
```

Result set for energy relative to the best compared isomer or geometry (same formula, charge and spin): 155.9, 23.0, 129.5, 66.4, 91.3, 0.0, 115.3, 35.5, 55.2, 35.9, 71.0, 39.8 kcal per mole, one per record in the order listed.